[1]
# C14H18Br3NO4

C14H18Br3NO4 as an isolated structure (the ωB97M-V functional and the def2-TZVPD basis, the Open Molecules 2025 dataset).

Last column: natural (NBO) charge in e.
CARTESIAN COORDINATES (ANGSTROEM)
C (2.0647, -0.0877, 1.7531)  -0.73
C (1.7981, 1.2027, 1.0061)  0.70
O (1.1310, 2.0151, 1.5481)  -0.58
N (2.3088, 1.4937, -0.2704)  -0.48
C (3.0713, 2.7393, -0.3095)  -0.41
C (2.9991, 0.3874, -0.9410)  -0.22
C (2.0388, -0.6820, -1.4711)  -0.41
C (0.8019, -0.0939, -2.1629)  -0.41
C (-0.5190, -0.7820, -1.7246)  -0.44
C (-1.4954, 0.1586, -1.0864)  -0.13
C (-2.1625, -0.2017, -0.0205)  0.30
O (-2.0554, -1.4260, 0.5536)  -0.69
C (-3.1090, 0.7289, 0.6699)  0.45
O (-3.7090, 0.3615, 1.6269)  -0.48
C (-3.2624, 2.1110, 0.1785)  -0.23
C (-2.6081, 2.4747, -0.8863)  -0.22
C (-1.7442, 1.5127, -1.6269)  0.52
O (-1.3038, 1.8604, -2.6614)  -0.50
H (2.6825, 0.0746, 2.6288)  0.25
H (1.1040, -0.4248, 2.1349)  0.25
H (2.4669, -0.9060, 1.1653)  0.21
H (2.7860, 3.4370, 0.4671)  0.23
H (4.1519, 2.5733, -0.3023)  0.18
H (2.8577, 3.2315, -1.2610)  0.20
H (3.5496, 0.7922, -1.7891)  0.21
H (3.7356, -0.0792, -0.2775)  0.19
H (1.7625, -1.3840, -0.6858)  0.20
H (2.5863, -1.2584, -2.2158)  0.21
H (0.8679, -0.2221, -3.2394)  0.21
H (0.7229, 0.9730, -1.9942)  0.24
H (-0.9786, -1.3032, -2.5638)  0.22
H (-0.2967, -1.5602, -1.0006)  0.22
H (-2.5396, -2.0224, -0.0351)  0.49
H (-3.8950, 2.8053, 0.7036)  0.23
H (-2.6933, 3.4660, -1.2942)  0.23
C (-2.6135, -4.2687, 3.0882)  -0.50
Br (-2.6169, -4.7041, 1.2096)  0.07
Br (-4.2692, -4.7697, 3.9351)  0.10
Br (-1.0894, -5.0302, 3.9883)  0.09
H (-2.5267, -3.1928, 3.1628)  0.24

Cartesian forces (eV/Å) of the 6 atoms listed first:
C -0.43 -0.79 -0.53
C 0.86 -0.95 -0.80
O -1.44 2.01 1.40
N 1.06 -1.09 0.89
C -0.26 0.55 -1.13
C -0.14 -0.12 -0.18

Computed properties:
HOMO   -9.342 eV
LUMO energy   -0.8501 eV
Orbital gap   0.312 hartree

[2]
# C14H18Cl2N2Pt

C14H18Cl2N2Pt as an isolated structure (the ωB97M-V functional and the def2-TZVPD basis, the Open Molecules 2025 dataset).

Last column: Löwdin spin population.
CARTESIAN COORDINATES (ANGSTROEM)
Pt (1.5917, -0.5062, -0.3816)  1.52
Cl (0.6254, -2.5404, -0.9214)  0.28
Cl (2.3380, 1.4617, 0.5353)  0.35
C (3.3733, -1.0123, -0.8308)  1.00
H (4.0682, -0.1552, -1.1153)  0.09
H (3.5774, -1.7775, -1.6434)  0.09
C (-0.7608, 1.0398, -1.6430)  0.38
C (0.4740, 0.5382, -1.9028)  0.06
H (-0.9593, 1.3574, -0.6283)  0.02
C (0.7368, -0.3148, -3.2176)  0.00
H (1.4024, 1.2080, -1.9151)  0.03
C (-0.3316, -0.2082, -4.2651)  0.00
H (1.7045, -0.0472, -3.6428)  0.00
H (0.8664, -1.3698, -2.9534)  0.00
C (-1.7065, -0.0849, -3.6525)  0.01
H (-0.0980, 0.6543, -4.8889)  0.00
H (-0.2909, -1.1071, -4.8840)  0.00
C (-1.8087, 1.1224, -2.6991)  0.06
H (-2.4476, -0.0174, -4.4467)  0.00
H (-1.9304, -0.9881, -3.0860)  0.00
H (-1.5897, 2.0405, -3.2780)  0.02
H (-2.8465, 1.3211, -2.3597)  0.00
N (-0.6731, -1.9884, 3.2661)  0.00
C (-0.1588, -2.0119, 2.0099)  0.01
N (0.2386, -0.8001, 1.6169)  0.05
C (-0.0757, 0.0784, 2.6660)  0.00
C (0.0578, 1.4497, 2.8429)  0.00
C (-0.2044, 2.0055, 4.1081)  0.00
C (-0.6770, 1.2163, 5.1735)  0.00
C (-0.9178, -0.1508, 4.9898)  0.00
C (-0.6197, -0.6862, 3.7297)  0.00
H (-1.0339, -2.7807, 3.7846)  0.00
H (-0.1123, -2.9392, 1.4520)  0.00
H (0.3960, 2.0377, 1.9963)  0.00
H (-0.0396, 3.0715, 4.2658)  0.00
H (-0.8627, 1.6853, 6.1451)  0.00
H (-1.3054, -0.8011, 5.7735)  0.00

Cartesian forces (eV/Å) of the 6 atoms listed first:
Pt -2.23 0.67 1.94
Cl -0.86 -1.21 -0.16
Cl 0.01 1.29 0.59
C 4.21 -0.24 -4.35
H -0.68 -0.85 1.09
H -0.33 0.08 1.52

Computed properties:
HOMO (alpha / beta)   -6.004 / -8.895 eV
Relative energy (zero: lowest compared OMol25 entry of this formula, charge and spin)   164.4 kJ/mol
LUMO energy (alpha / beta)   -0.1785 / -2.6299 eV
2S+1   5
Orbital gap (alpha / beta)   0.214 / 0.230 hartree

[3]
# C14H18Cl36O

A 13-piece molecular cluster, C14H18Cl36O overall (the ωB97M-V functional and the def2-TZVPD basis, the Open Molecules 2025 dataset).

Last column: natural (NBO) charge in e.
CARTESIAN COORDINATES (ANGSTROEM)
C (1.2586, -1.5148, 3.6134)  -0.30
Cl (-0.1716, -2.3268, 2.9246)  0.02
Cl (1.3582, 0.1820, 3.0848)  -0.01
Cl (2.7111, -2.3690, 3.3499)  0.07
H (1.0336, -1.4775, 4.6675)  0.23
C (4.1907, -0.0273, -4.6835)  -0.31
Cl (4.6293, -1.7044, -4.6334)  0.03
Cl (2.5789, 0.1732, -5.3164)  0.02
Cl (5.2936, 0.9146, -5.6593)  0.02
H (4.1392, 0.3380, -3.6674)  0.23
C (1.5712, 4.5804, 2.2566)  -0.34
Cl (1.8917, 6.2753, 2.2072)  0.04
Cl (2.7733, 3.7343, 3.0949)  0.05
Cl (1.2387, 3.8159, 0.7341)  0.04
H (0.6591, 4.4737, 2.8337)  0.23
C (4.7933, 3.1662, -2.0526)  -0.32
Cl (5.8604, 1.8512, -1.6742)  0.02
Cl (4.8913, 4.4341, -0.8109)  0.02
Cl (3.1503, 2.7065, -2.4090)  0.05
H (5.2237, 3.5901, -2.9908)  0.24
C (-2.2148, 2.1885, -4.1896)  -0.30
Cl (-3.8577, 2.1618, -4.6206)  0.07
Cl (-1.4891, 3.8035, -4.4036)  0.01
Cl (-1.2034, 0.9314, -4.9894)  -0.01
H (-2.0827, 1.8849, -3.1522)  0.24
C (-3.3233, 5.2033, -0.3287)  -0.30
Cl (-1.5823, 5.3443, -0.2533)  0.03
Cl (-3.9528, 4.7384, 1.2473)  0.02
Cl (-3.8441, 4.0852, -1.5772)  0.02
H (-3.6633, 6.1991, -0.6273)  0.23
C (-5.2946, 1.0399, 0.1623)  -0.30
Cl (-6.9645, 1.0011, -0.5707)  -0.03
Cl (-4.2751, -0.0128, -0.7793)  0.04
Cl (-5.3528, 0.7408, 1.8439)  0.05
H (-4.9460, 2.0772, 0.1048)  0.23
C (6.1501, 0.4612, 1.7662)  -0.29
Cl (7.0803, -0.3900, 2.8992)  0.06
Cl (5.6864, 2.0509, 2.4133)  0.02
Cl (4.7283, -0.5292, 1.2475)  -0.02
H (6.6957, 0.5717, 0.8425)  0.23
C (2.4486, -5.1001, -0.5528)  -0.31
Cl (3.0661, -3.8270, -1.5592)  0.03
Cl (2.0015, -6.5355, -1.4408)  0.03
Cl (1.1341, -4.3651, 0.3455)  0.02
H (3.2595, -5.3985, 0.1300)  0.23
C (-1.4678, -3.4777, -3.5533)  -0.30
Cl (0.2550, -3.2781, -3.6364)  0.04
Cl (-2.4890, -2.0972, -3.7068)  0.05
Cl (-1.8000, -4.2937, -2.0007)  -0.02
H (-1.7309, -4.1788, -4.3163)  0.22
C (-0.6613, 1.9281, 5.3358)  -0.29
Cl (-0.9310, 3.3279, 6.3840)  0.03
Cl (-1.7257, 1.9757, 3.9003)  0.00
Cl (-0.9125, 0.4092, 6.1484)  0.03
H (0.3378, 1.9699, 4.8936)  0.24
C (-0.0875, -0.0990, -0.2700)  -0.24
Cl (-1.0191, 1.4134, -0.5992)  -0.04
Cl (1.2218, -0.1215, -1.4227)  0.03
Cl (-1.1464, -1.5254, -0.3565)  0.02
H (0.2633, -0.0505, 0.6909)  0.21
C (-4.8861, -4.1948, 1.7379)  -0.62
C (-3.6181, -4.9179, 1.2767)  -0.06
O (-2.5191, -4.1942, 1.8608)  -0.73
H (-4.6473, -3.9807, 2.7341)  0.22
H (-5.7905, -4.8179, 1.6020)  0.21
H (-4.9327, -3.3185, 1.0830)  0.21
H (-3.6005, -4.9909, 0.2290)  0.16
H (-3.6721, -5.9915, 1.5759)  0.15
H (-1.7192, -4.6367, 1.5823)  0.47

Cartesian forces (eV/Å) of the 6 atoms listed first:
C -1.43 0.34 0.47
Cl 0.25 0.23 -0.11
Cl 0.14 -0.12 -0.19
Cl 0.79 -0.53 -0.23
H 0.23 0.07 0.21
C -0.44 0.28 0.16

Computed properties:
HOMO   -10.351 eV
LUMO energy   0.2685 eV
Orbital gap   0.390 hartree

[4]
# C14H18Cl4O11

C14H18Cl4O11 as an isolated structure (the ωB97M-V functional and the def2-TZVPD basis, the Open Molecules 2025 dataset).

Last column: natural (NBO) charge in e.
CARTESIAN COORDINATES (ANGSTROEM)
C (13.7104, -6.6913, 3.5933)  -0.42
C (12.9652, -6.7347, 2.4447)  0.40
C (13.4690, -6.1665, 1.2108)  0.43
O (12.8546, -6.1679, 0.1377)  -0.49
C (14.7693, -5.5198, 1.3076)  -0.36
C (15.5358, -5.5527, 2.4241)  0.29
C (15.1104, -6.1803, 3.6943)  0.52
O (15.8447, -6.3028, 4.6756)  -0.61
O (16.7133, -4.9677, 2.5104)  -0.61
O (11.6924, -7.2042, 2.3631)  -0.63
H (13.3692, -7.0483, 4.5538)  0.24
H (15.2596, -4.9100, 0.5631)  0.25
H (16.8973, -4.9342, 3.4520)  0.51
H (11.3435, -6.8229, 1.5541)  0.51
C (19.7529, -7.6725, 3.7108)  -0.36
C (18.4280, -7.7272, 3.9414)  0.30
C (17.7936, -9.0444, 4.3407)  0.49
O (16.6293, -9.1825, 4.6748)  -0.57
C (18.6690, -10.1977, 4.2587)  -0.34
C (19.9344, -10.1443, 3.8420)  0.29
C (20.6330, -8.8403, 3.5856)  0.48
O (21.8136, -8.8065, 3.2470)  -0.53
O (20.7428, -11.1980, 3.7037)  -0.65
O (17.6647, -6.6027, 4.1192)  -0.67
H (20.1481, -6.6873, 3.5115)  0.23
H (18.1932, -11.1187, 4.5619)  0.25
H (21.6246, -10.9889, 3.3871)  0.51
H (16.7508, -6.8553, 3.9690)  0.48
O (15.0336, -9.1880, 9.1855)  -0.95
H (14.5399, -9.5263, 9.9325)  0.46
H (14.4074, -9.1935, 8.4616)  0.47
O (14.6496, -10.4873, 4.2539)  -0.98
H (15.4559, -10.7405, 4.7034)  0.48
H (14.1524, -9.9987, 4.9099)  0.44
O (16.2031, -11.1913, 5.8835)  -0.92
H (16.0970, -10.6765, 6.6834)  0.45
H (16.0600, -12.0965, 6.1598)  0.48
C (11.9376, -5.4475, 6.3077)  -0.40
Cl (11.2442, -6.4599, 5.0622)  0.02
Cl (13.7405, -5.4272, 6.3129)  -0.01
H (11.7157, -4.3930, 6.1435)  0.23
H (11.5285, -5.7648, 7.2669)  0.23
C (15.2382, -7.7395, 5.8440)  -0.39
Cl (15.2808, -9.3268, 6.5872)  -0.01
Cl (16.5390, -6.7299, 6.5415)  0.00
H (15.3675, -7.9794, 4.7886)  0.25
H (14.2849, -7.2528, 6.0499)  0.20

Cartesian forces (eV/Å) of the 6 atoms listed first:
C 0.61 -0.65 0.22
C -0.94 -0.62 2.02
C 1.28 1.40 -2.90
O -0.01 -0.33 1.83
C 1.57 0.30 1.05
C -0.47 0.35 -0.31

Computed properties:
HOMO   -9.226 eV
Relative energy (zero: lowest compared OMol25 entry of this formula, charge and spin)   967.8 kJ/mol
LUMO energy   -2.6258 eV
Orbital gap   0.243 hartree

[5]
# C14H18F24HfN4O12PS6

C14H18F24HfN4O12PS6 as an isolated structure (the ωB97M-V functional and the def2-TZVPD basis, the Open Molecules 2025 dataset).

Last column: Löwdin charge in e.
CARTESIAN COORDINATES (ANGSTROEM)
Hf (8.7326, -0.3908, 3.3523)  2.34
P (6.6923, 0.8444, 6.7892)  0.21
F (6.6624, -0.6246, 6.0974)  -0.21
F (6.8684, 0.0943, 8.2307)  -0.12
F (8.3138, 0.7245, 6.4405)  -0.24
F (6.9634, 2.3892, 7.2596)  -0.14
F (6.7114, 1.3257, 5.2485)  -0.23
F (5.0939, 0.9701, 6.8225)  -0.11
C (-1.4524, 6.8150, 8.3755)  -0.09
C (-0.3232, 6.9206, 7.3324)  -0.22
C (-0.2419, 5.5852, 6.4762)  -0.07
N (1.2070, 5.5409, 5.8083)  -0.22
C (2.2644, 5.1295, 6.8797)  0.04
C (1.1658, 4.4653, 4.6317)  -0.07
C (1.2009, 5.1527, 3.2667)  -0.14
C (1.0315, 6.6358, 3.5791)  -0.16
C (1.6422, 6.8455, 4.9972)  -0.05
H (-1.1727, 6.0514, 9.1014)  0.07
H (-2.4277, 6.4843, 8.0184)  0.08
H (-1.4644, 7.7193, 8.9839)  0.08
H (0.6309, 7.1755, 7.7937)  0.10
H (-0.6129, 7.6437, 6.5700)  0.10
H (-0.8859, 5.7077, 5.6054)  0.13
H (-0.3875, 4.6717, 7.0529)  0.13
H (2.3729, 5.9781, 7.5552)  0.09
H (3.2115, 4.8370, 6.4263)  0.11
H (1.7949, 4.2951, 7.4007)  0.10
H (1.9729, 3.7813, 4.8941)  0.12
H (0.2458, 3.9289, 4.8637)  0.12
H (2.1673, 5.0088, 2.7836)  0.12
H (0.4221, 4.9137, 2.5425)  0.13
H (1.6165, 7.1756, 2.8345)  0.12
H (0.0453, 7.0457, 3.3609)  0.12
H (2.7313, 6.8642, 4.9577)  0.13
H (1.3231, 7.7855, 5.4472)  0.12
C (11.6248, -4.9253, 2.9328)  -0.60
F (11.3766, -4.7293, 1.6302)  0.16
F (10.6739, -5.6715, 3.4628)  0.17
F (12.8340, -5.4916, 2.9263)  0.15
S (11.9309, -3.2970, 4.0093)  0.69
O (13.2551, -3.3839, 4.5438)  -0.21
O (11.6312, -2.1553, 3.1465)  -0.39
N (10.5582, -2.8214, 4.9659)  -0.31
S (10.7420, -3.8595, 6.1983)  0.61
O (9.3990, -4.0076, 6.7734)  -0.29
O (11.5793, -5.0300, 6.0156)  -0.26
C (11.8246, -2.7744, 7.4498)  -0.63
F (13.0593, -3.0659, 7.2072)  0.18
F (11.5710, -1.4476, 7.2782)  0.12
F (11.5753, -3.2089, 8.6766)  0.17
C (8.3780, 5.0548, 3.0795)  -0.57
F (8.9537, 5.2592, 4.2995)  0.12
F (7.1090, 4.7258, 3.2561)  0.15
F (8.3321, 6.2583, 2.4671)  0.15
S (9.2868, 3.6361, 2.0682)  0.74
O (8.2977, 2.5206, 1.8575)  -0.44
O (9.9933, 4.0986, 0.8911)  -0.24
N (10.1900, 2.6983, 3.2956)  -0.29
S (11.5365, 3.6336, 3.3178)  0.61
O (12.5812, 3.2662, 2.3600)  -0.26
O (11.2944, 5.0891, 3.3867)  -0.27
C (12.2781, 3.1468, 5.0383)  -0.67
F (13.3469, 3.8460, 5.3296)  0.18
F (11.3131, 3.3182, 6.0640)  0.08
F (12.7221, 1.9797, 4.9181)  0.20
C (5.5768, -4.6877, 2.9246)  -0.61
F (4.4444, -4.3732, 3.5708)  0.15
F (6.5296, -4.7664, 3.7775)  0.21
F (5.4422, -5.8383, 2.1838)  0.13
S (6.0794, -3.3563, 1.5825)  0.71
O (7.5379, -3.2273, 1.7173)  -0.41
O (5.5170, -3.7592, 0.3013)  -0.24
N (5.8414, -1.7717, 2.3215)  -0.32
S (4.2667, -1.5121, 1.9606)  0.59
O (3.2941, -2.6165, 1.9876)  -0.26
O (3.9256, -0.3826, 2.7886)  -0.31
C (4.3335, -0.8155, 0.1299)  -0.66
F (3.2692, -1.2763, -0.5168)  0.15
F (4.2907, 0.4708, -0.0533)  0.17
F (5.4797, -1.1808, -0.4490)  0.11

Cartesian forces (eV/Å) of the 6 atoms listed first:
Hf -0.74 -0.09 1.50
P 0.86 -0.42 0.68
F -0.84 -1.83 -0.25
F -0.37 1.86 -1.49
F 2.24 -0.25 0.76
F -0.70 -1.85 0.23

Computed properties:
HOMO   -13.029 eV
Relative energy (zero: lowest compared OMol25 entry of this formula, charge and spin)   2166.2 kJ/mol
Total charge   +1
LUMO energy   -9.2770 eV
Orbital gap   0.138 hartree

[6]
# C14H18FeNO3PSSe4Te

C14H18FeNO3PSSe4Te as an isolated structure (the ωB97M-V functional and the def2-TZVPD basis, the Open Molecules 2025 dataset).

Last column: Löwdin spin population.
CARTESIAN COORDINATES (ANGSTROEM)
Fe (0.0691, 0.3125, -2.1760)  3.68
C (2.0599, -1.8378, -0.3472)  0.00
C (0.6447, -2.3417, -0.3293)  0.00
C (0.3057, -3.4008, 0.5482)  0.00
C (-0.9690, -3.8667, 0.5754)  0.00
C (-1.9415, -3.2863, -0.2672)  0.00
C (-3.2850, -3.7281, -0.2593)  0.01
C (-4.1945, -3.1195, -1.0749)  0.00
C (-3.7978, -2.0617, -1.9138)  0.01
C (-2.5001, -1.5997, -1.9538)  0.01
S (-2.0813, -0.2763, -3.0130)  0.07
C (-1.5317, -2.2301, -1.1100)  0.00
N (-0.2348, -1.7861, -1.1304)  0.03
H (2.6606, -2.3559, 0.4004)  0.00
H (2.0897, -0.7684, -0.1423)  0.00
H (2.5156, -2.0119, -1.3221)  0.00
H (1.0710, -3.8130, 1.1932)  0.00
H (-1.2592, -4.6718, 1.2424)  0.00
H (-3.5683, -4.5370, 0.4064)  0.00
H (-5.2308, -3.4384, -1.0764)  0.00
H (-4.5308, -1.5766, -2.5466)  0.00
Se (2.4822, 0.1761, -2.9207)  0.15
Se (3.1684, 1.9337, -4.2271)  0.22
Se (1.3780, 3.3375, -4.6449)  0.36
Se (-0.4515, 2.2979, -3.8813)  0.34
C (3.1078, 1.1909, 3.4895)  0.00
C (1.6287, 1.2880, 3.1919)  0.00
O (1.4519, 1.0855, 1.7833)  0.00
P (-0.0162, 1.2338, 1.1158)  0.01
O (0.2885, 0.9535, -0.3379)  0.07
Te (-1.6375, -0.0350, 2.2182)  0.00
O (-0.3391, 2.7965, 1.3001)  0.00
C (0.4246, 3.7612, 0.5420)  0.00
C (-0.4813, 4.4560, -0.4459)  0.00
H (3.2873, 1.3343, 4.5572)  0.00
H (3.6644, 1.9501, 2.9363)  0.00
H (3.4891, 0.2092, 3.2013)  0.00
H (1.2328, 2.2675, 3.4750)  0.00
H (1.0601, 0.5320, 3.7344)  0.00
H (1.2549, 3.2709, 0.0323)  0.00
H (0.8348, 4.4667, 1.2666)  0.00
H (-0.9012, 3.7338, -1.1433)  0.01
H (0.0819, 5.1973, -1.0198)  0.00
H (-1.3001, 4.9580, 0.0733)  0.00

Cartesian forces (eV/Å) of the 6 atoms listed first:
Fe -0.36 -0.38 0.16
C -0.07 -0.08 0.08
C 0.17 -0.04 0.08
C 0.03 0.01 -0.03
C -0.01 0.02 -0.05
C 0.02 -0.07 0.06

Computed properties:
HOMO (alpha / beta)   -4.492 / -4.472 eV
Relative energy (zero: lowest compared OMol25 entry of this formula, charge and spin)   0.0 kJ/mol
Total charge   -1
LUMO energy (alpha / beta)   2.3163 / 0.5776 eV
2S+1   6
Orbital gap (alpha / beta)   0.250 / 0.186 hartree

| no. | electronic energy (Ha) |
| --- | --- |
| 1 | -8621.961478 |
| 2 | -1693.238606 |
| 3 | -17186.313242 |
| 4 | -3212.196735 |
| 5 | -6840.581003 |
| 6 | -12702.052999 |